No. 1
This record from the OMol25 dataset describes a structure of composition C33H50BrF20IN3O8S. The level of theory is wB97M-V/def2-TZVPD.

CARTESIAN COORDINATES (ANGSTROEM)
1 C 0.675617 0.318989 2.605168
2 C 1.510562 0.701890 1.405025
3 O 1.641797 -0.395761 0.462915
4 C 1.280588 -0.299309 -0.882797
5 C 1.969418 -1.505378 -1.556982
6 C 2.723926 -2.471984 -0.651570
7 N 1.864887 -3.307776 0.179252
8 N 1.807544 0.940874 -1.529444
9 C 3.163585 1.315754 -1.090684
10 C 4.303865 0.948591 -2.059042
11 C 5.447457 1.956917 -2.127354
12 F 5.403692 2.840201 -1.098785
13 F 6.641203 1.316717 -2.046374
14 F 5.453563 2.668002 -3.276679
15 C 1.053500 1.755409 -2.333098
16 I 0.093343 3.537017 -1.094658
17 S 2.082166 2.796916 -3.520253
18 C 0.937190 3.828744 -4.416341
19 O 2.656581 1.872403 -4.458358
20 O 2.924293 3.621446 -2.713326
21 C -0.118285 1.085781 -3.105833
22 C 0.062487 0.505530 -4.525342
23 Br 1.313332 -0.960994 -4.733962
24 C -1.284122 0.127277 -5.171754
25 C -1.981714 1.338224 -5.819987
26 N -0.927900 0.124519 -2.248743
27 C -2.305632 0.776461 -2.067947
28 C -3.430946 0.055703 -1.355768
29 C -4.633782 1.012996 -1.328910
30 C -4.588330 1.919442 -0.115364
31 O -5.703512 2.795846 -0.195369
32 C -5.894696 3.563058 0.924367
33 O -5.769555 4.734895 0.927287
34 C -0.296094 -0.359620 -0.936364
35 F -0.759148 0.553876 -0.044110
36 C -0.870682 -1.697832 -0.470745
37 C -0.999786 -2.975960 -1.310765
38 C -2.031809 -2.978090 -2.431052
39 O -1.416224 -3.918953 -0.326569
40 H 1.149623 -0.476389 3.179943
41 H -0.325168 -0.012180 2.329585
42 H 0.573224 1.195162 3.240992
43 H 2.523396 0.930773 1.738888
44 H 1.117902 1.581147 0.908121
45 H 1.266338 -2.037380 -2.186481
46 H 2.699981 -1.090000 -2.245276
47 H 3.465191 -1.911386 -0.073469
48 H 3.292916 -3.125874 -1.314447
49 H 2.337327 -4.169608 0.416207
50 H 1.658599 -2.839699 1.053000
51 H 3.184591 2.369347 -0.819276
52 H 3.339041 0.777078 -0.174260
53 H 4.762012 0.019621 -1.718588
54 H 3.942968 0.763631 -3.067090
55 H 0.882553 3.439786 -5.429662
56 H -0.040994 3.904059 -3.957170
57 H 1.418841 4.804711 -4.417847
58 H -0.772608 1.935958 -3.287760
59 H 0.481220 1.305797 -5.122410
60 H -1.079750 -0.638830 -5.913325
61 H -1.971849 -0.340031 -4.463655
62 H -1.988363 1.240285 -6.902965
63 H -1.482499 2.278681 -5.579177
64 H -3.020681 1.427642 -5.505589
65 H -1.061744 -0.722078 -2.807099
66 H -2.097740 1.726868 -1.587185
67 H -2.621675 0.996208 -3.087007
68 H -3.708662 -0.862272 -1.870990
69 H -3.165405 -0.175881 -0.328296
70 H -5.563769 0.447821 -1.319416
71 H -4.634278 1.641005 -2.223212
72 H -3.667067 2.514426 -0.098237
73 H -4.616258 1.328520 0.808640
74 H -6.229270 2.976422 1.795167
75 H -1.860428 -1.474324 -0.081408
76 H -0.270555 -1.977540 0.390898
77 H -0.040676 -3.296250 -1.705515
78 H -3.019125 -2.729412 -2.043260
79 H -2.088688 -3.989294 -2.833920
80 H -1.785618 -2.336295 -3.284083
81 H -1.104333 -4.795244 -0.576355
82 C -2.188447 -5.242400 2.608124
83 C -2.422750 -6.460411 1.709174
84 C -3.643307 -6.423625 0.783438
85 F -4.779378 -6.404554 1.505073
86 F -3.634546 -7.533604 0.013027
87 F -2.412580 -7.594788 2.421748
88 F -1.345000 -6.480630 0.849139
89 O -2.629413 -5.377134 3.936285
90 C -3.875795 -4.984251 4.318463
91 C -4.651494 -6.146801 4.955696
92 F -4.784282 -7.142926 4.058469
93 F -5.879220 -5.706019 5.300184
94 F -4.569786 -4.438700 3.300844
95 F -3.742317 -4.032575 5.272871
96 H -1.105035 -5.152542 2.674308
97 H -2.569499 -4.338350 2.133692
98 H -3.601660 -5.540618 0.138985
99 H -4.123714 -6.510314 5.838784
100 C 4.552755 5.079924 3.617305
101 C 3.512893 4.140385 3.002286
102 C 2.052620 4.289440 3.446891
103 F 1.907261 4.006696 4.752078
104 F 1.329133 3.380681 2.736457
105 F 3.887325 2.851039 3.145767
106 F 3.489099 4.423072 1.661605
107 O 5.288220 4.537395 4.684789
108 C 4.875267 4.668891 5.977709
109 C 4.738811 3.293723 6.648701
110 F 3.826165 2.554078 5.980996
111 F 4.308241 3.467502 7.913606
112 F 3.731014 5.369224 6.074177
113 F 5.827406 5.341265 6.660638
114 H 5.279681 5.249700 2.824173
115 H 4.101886 6.039535 3.871657
116 H 1.672524 5.291460 3.238163
117 H 5.701025 2.779431 6.648002

Forces on atoms 1 to 2 (eV/Å):
C -0.1 -0.2 -0.1
C 0.1 0.1 0.1

Output
E   -7320.5665 Eh
Charge   +1
Gap between HOMO and LUMO   8.86 eV



No. 2
This record from the OMol25 dataset describes a structure of composition C33H50N3OP2Pd in a non-equilibrium geometry. The level of theory is wB97M-V/def2-TZVPD.

CARTESIAN COORDINATES (ANGSTROEM)
1 C -1.901592 -1.964063 -0.591997
2 C 0.171716 -1.667307 -1.605048
3 C -2.281558 -2.898092 -1.561721
4 C -0.156748 -2.549961 -2.636931
5 C -1.413223 -3.173871 -2.610747
6 H -3.270060 -3.359294 -1.459729
7 H 0.567209 -2.731095 -3.431715
8 H -1.697025 -3.877631 -3.396316
9 N -0.666578 -1.443472 -0.583390
10 P -2.443503 0.250034 0.976164
11 P 2.149507 -0.674194 0.119876
12 C -2.890691 -1.455625 0.450361
13 H -3.930970 -1.532601 0.090694
14 H -2.841731 -2.107208 1.337285
15 C 0.262942 1.796423 2.112776
16 O 0.627874 2.712875 2.716472
17 C 1.401411 -0.789798 -1.625425
18 H 2.127772 -1.136358 -2.369322
19 C 3.631320 0.507006 -0.152732
20 C 2.828685 -2.401431 0.502642
21 C -3.167226 1.361900 -0.384367
22 C -3.404520 0.448793 2.592137
23 C 3.220150 1.873907 0.418002
24 H 3.145496 1.856121 1.512362
25 H 3.998162 2.603432 0.144085
26 H 2.268213 2.225584 -0.006427
27 C 4.892611 0.055298 0.599045
28 H 4.728270 -0.018844 1.678080
29 H 5.290957 -0.891791 0.223687
30 H 5.669932 0.816230 0.438092
31 C 4.000705 0.706144 -1.635978
32 H 4.985537 1.196585 -1.668261
33 H 4.089477 -0.224188 -2.207817
34 H 3.293896 1.370815 -2.144901
35 C 3.438932 -2.351856 1.932586
36 H 2.960752 -1.573271 2.545029
37 H 3.244241 -3.305742 2.443341
38 H 4.525950 -2.205394 1.916843
39 C 1.686387 -3.427572 0.533189
40 H 0.842060 -3.059419 1.121029
41 H 1.338840 -3.685410 -0.470427
42 H 2.051841 -4.347115 1.010063
43 C 3.874369 -2.818281 -0.572403
44 H 4.015279 -2.096225 -1.388320
45 H 4.853465 -3.008340 -0.111303
46 H 3.557543 -3.758770 -1.046700
47 C -3.117690 1.864799 3.144567
48 H -3.222530 1.854634 4.241330
49 H -2.098928 2.218928 2.920253
50 H -3.840273 2.597518 2.763311
51 C -2.916954 -0.596059 3.622887
52 H -2.956558 -1.615523 3.230769
53 H -1.884677 -0.382688 3.943262
54 H -3.562606 -0.561437 4.513029
55 C -4.923093 0.234977 2.404921
56 H -5.331540 -0.209512 3.320968
57 H -5.450741 1.185289 2.267050
58 H -5.171620 -0.461198 1.595647
59 C -2.525405 1.077055 -1.763700
60 H -3.299937 1.046378 -2.542912
61 H -1.780850 1.837778 -2.021874
62 H -2.008361 0.119026 -1.811175
63 C -2.891718 2.820684 0.012091
64 H -1.831011 2.980905 0.247443
65 H -3.138437 3.454715 -0.851200
66 H -3.504296 3.157683 0.858239
67 C -4.677936 1.139317 -0.529952
68 H -4.923047 0.095415 -0.758973
69 H -5.243015 1.458313 0.348841
70 H -5.023750 1.757487 -1.369118
71 Pd -0.077482 0.371170 0.841965
72 N 0.352173 1.363626 -0.969185
73 C 0.890276 0.665644 -1.884194
74 C 0.995661 1.276247 -3.282687
75 C 0.932886 2.675752 -3.338255
76 C 1.121875 0.525449 -4.466433
77 C 1.082104 3.340030 -4.561129
78 H 0.771120 3.209233 -2.394871
79 C 1.224452 1.193892 -5.688948
80 H 1.117528 -0.566756 -4.413078
81 C 1.218877 2.594247 -5.736490
82 H 1.093460 4.426674 -4.573505
83 H 1.316179 0.615274 -6.605482
84 H 1.330845 3.108269 -6.687132
85 C 0.246266 -0.089036 5.826358
86 C 0.634806 -0.416471 4.466971
87 N 0.959985 -0.642513 3.371530
88 H 1.147424 0.152612 6.412092
89 H -0.294882 -0.915600 6.323300
90 H -0.414665 0.790808 5.821570

Forces on atoms 1 to 2 (eV/Å):
C 0.0 -0.3 0.0
C -0.2 -0.3 -0.1

Output
E   -2337.3186 Eh
Multiplicity   3
<S²>   2.016
Charge   +1
Gap between HOMO and LUMO (spin up / spin down)   7.30 / 7.33 eV